No. 1
102
Properties=species:S:1:pos:R:3 method="wB97M-V/def2-TZVPD" e_lumo_ha=0.12221 e_above_lowest_kj_mol=89.8 orbital_gap_ev=6.2 charge=-2 homo_ev=-2.830
Rb -0.63 0.83 -1.56
C 1.27 2.91 1.36
C 2.54 2.12 1.54
C 3.77 2.68 1.22
C 4.94 1.93 1.30
C 4.87 0.61 1.69
C 3.66 0.01 2.01
C 3.62 -1.46 2.31
C 2.50 0.78 1.95
N 1.25 0.15 2.17
C 0.53 0.40 3.18
C 0.89 1.32 4.32
C -0.78 -0.35 3.29
C -1.26 -0.69 4.67
N -1.38 -0.64 2.22
C -2.55 -1.43 2.19
C -2.48 -2.82 2.37
C -1.21 -3.51 2.82
C -3.63 -3.58 2.16
C -4.82 -2.98 1.80
C -4.88 -1.60 1.67
C -3.76 -0.81 1.85
C -3.83 0.68 1.71
H 1.47 3.92 1.01
H 0.68 2.98 2.27
H 0.64 2.44 0.61
H 3.80 3.71 0.88
H 5.89 2.38 1.03
H 5.77 0.00 1.72
H 4.44 -1.75 2.97
H 3.73 -2.02 1.38
H 2.68 -1.76 2.78
H 1.83 1.82 4.11
H 0.99 0.75 5.25
H 0.11 2.06 4.47
H -0.50 -1.27 5.20
H -2.18 -1.27 4.63
H -1.44 0.21 5.25
H -0.33 -2.89 2.68
H -1.06 -4.44 2.26
H -1.27 -3.77 3.88
H -3.56 -4.66 2.27
H -5.70 -3.59 1.61
H -5.82 -1.13 1.39
H -4.83 1.00 1.42
H -3.13 1.07 0.96
H -3.57 1.17 2.65
O -2.20 5.17 0.74
As -1.81 4.09 -0.65
O -0.31 4.45 -1.21
O -2.10 2.59 -0.01
C -3.22 4.74 -1.86
C -3.63 6.05 -1.60
C -4.59 6.67 -2.38
C -5.16 5.99 -3.44
C -4.76 4.69 -3.72
C -3.79 4.07 -2.93
S -3.39 2.38 -3.39
O -3.91 2.21 -4.74
O -4.09 1.55 -2.41
O -1.94 2.28 -3.30
H -2.36 4.54 1.45
H -3.20 6.58 -0.77
H -4.89 7.69 -2.16
H -5.92 6.46 -4.07
H -5.17 4.14 -4.55
N 3.97 -4.60 -1.39
C 2.89 -5.19 -0.88
S 2.83 -6.73 -0.28
C 1.73 -4.25 -0.91
C 1.38 -3.57 0.24
C 0.54 -2.47 0.11
N -0.03 -2.11 -1.04
C 0.23 -2.85 -2.11
C 1.14 -3.90 -2.11
H 4.85 -5.08 -1.30
H 3.96 -3.57 -1.45
H 1.82 -3.82 1.19
H 0.34 -1.82 0.96
H -0.29 -2.56 -3.02
H 1.40 -4.41 -3.03
N -4.23 -0.78 -4.22
C -3.52 -1.09 -3.11
O -2.30 -1.14 -3.08
C -4.23 -1.40 -1.81
I -6.34 -1.76 -1.87
H -3.70 -0.22 -4.88
H -5.15 -0.40 -4.05
H -4.11 -0.52 -1.17
H -3.78 -2.27 -1.35
F 9.31 -0.43 -3.14
C 8.02 -0.60 -2.81
C 7.66 -1.49 -1.81
F 8.62 -2.19 -1.17
C 6.33 -1.65 -1.48
F 6.07 -2.53 -0.49
C 5.28 -0.96 -2.09
S 3.62 -1.16 -1.64
C 5.70 -0.07 -3.10
F 4.79 0.65 -3.77
C 7.02 0.11 -3.45
F 7.35 0.97 -4.42

=====

No. 2
60
Properties=species:S:1:pos:R:3 method="wB97M-V/def2-TZVPD" e_lumo_ha=0.09685 e_above_lowest_kj_mol=222.5 orbital_gap_ev=8.6 charge=-1 homo_ev=-5.976
C 0.09 0.61 -0.82
N -0.24 1.13 0.53
C 0.88 1.76 1.26
C 0.99 1.40 2.70
S 2.30 0.08 2.99
C -1.16 0.53 -1.71
N -1.42 1.97 -2.33
C -1.09 -0.53 -2.80
H 0.75 1.34 -1.29
H 0.53 -0.34 -0.86
H -0.68 0.45 1.11
H 1.94 1.66 0.78
H 0.63 2.83 1.16
H -0.02 0.94 3.06
H 1.34 2.16 3.29
H -2.12 0.43 -1.19
H -0.46 2.40 -2.24
H -1.65 1.80 -3.28
H -0.80 -1.45 -2.37
H -0.46 -0.26 -3.57
H -2.05 -0.70 -3.26
H 1.55 -1.82 -2.78
H 2.99 -1.62 -3.15
O 2.10 -1.80 -3.57
H -3.18 2.38 -0.38
H -3.25 1.31 0.75
O -3.83 1.74 0.06
H 1.61 -0.99 2.55
H 1.87 -3.04 -1.09
O 1.33 -2.28 -1.02
H 3.24 0.84 -1.60
H 3.65 0.68 -0.32
O 3.59 1.43 -0.96
H -3.23 -0.57 -1.05
H -3.91 -1.78 -0.32
O -3.57 -1.49 -1.17
H -0.05 4.09 0.05
H -1.16 3.15 0.12
O -0.96 4.02 0.27
H -0.69 -1.43 0.54
H -1.91 -2.01 -0.07
O -1.63 -1.33 0.55
H -3.91 0.13 2.48
H -2.79 -0.64 1.67
O -3.01 0.09 2.34
H 4.02 -1.75 -0.40
H 2.70 -1.52 -1.19
O 3.72 -1.31 -1.16
H 0.10 -3.34 1.35
H 0.72 -2.28 0.34
O 0.49 -2.50 1.36
H -1.20 -2.23 2.56
H -2.16 -1.31 3.21
O -1.58 -2.00 3.42
H 1.95 3.49 -2.28
H 2.79 3.08 -1.03
O 1.99 3.62 -1.26
H -0.07 -3.19 -0.88
H -1.38 -3.58 -1.78
O -0.99 -3.57 -0.81

=====

No. 3
66
Properties=species:S:1:pos:R:3 method="wB97M-V/def2-TZVPD" e_lumo_ha=0.01756 orbital_gap_ev=9.6 homo_ev=-9.119
C 3.68 2.43 0.14
C 3.84 1.00 0.65
C 2.61 0.59 1.45
C 2.63 -0.87 1.91
B 1.25 -1.18 2.57
O 0.87 -0.59 3.77
B -0.47 -0.64 4.10
O -1.37 -1.33 3.33
B -0.89 -1.44 2.04
C -1.74 -0.89 0.84
I -0.60 -0.72 -0.97
C -2.43 0.42 1.20
C -1.50 1.63 1.27
O 0.36 -2.01 1.91
H 4.51 2.76 -0.47
H 3.57 3.08 1.01
H 2.73 2.49 -0.40
H 4.73 0.94 1.28
H 4.01 0.32 -0.17
H 2.51 1.26 2.30
H 1.74 0.75 0.81
H 2.77 -1.52 1.05
H 3.46 -1.06 2.59
H -0.87 -0.07 5.06
H -2.51 -1.63 0.64
H -2.95 0.29 2.14
H -3.19 0.59 0.44
H -1.64 2.20 2.19
H -1.69 2.27 0.43
H -0.45 1.34 1.23
C -4.35 2.87 -3.54
C -4.13 2.48 -2.09
C -4.63 3.56 -1.14
O -2.75 2.22 -1.85
H -3.79 3.79 -3.78
H -3.98 2.09 -4.20
H -5.40 3.04 -3.75
H -4.65 1.55 -1.88
H -4.09 4.50 -1.30
H -4.47 3.27 -0.10
H -5.69 3.75 -1.28
H -2.25 3.03 -2.02
C 0.84 -7.44 3.62
C 0.75 -6.33 2.57
C 0.14 -5.06 3.15
O 0.00 -6.78 1.45
H -0.16 -7.70 3.98
H 1.28 -8.33 3.19
H 1.44 -7.13 4.47
H 1.75 -6.11 2.19
H -0.88 -5.26 3.49
H 0.09 -4.29 2.39
H 0.72 -4.69 3.99
H -0.89 -6.98 1.75
C 0.72 2.25 -5.12
C 1.73 2.94 -4.22
C 3.16 2.51 -4.54
O 1.44 2.67 -2.85
H 0.77 1.17 -4.98
H -0.29 2.57 -4.88
H 0.91 2.47 -6.17
H 1.64 4.02 -4.33
H 3.28 1.44 -4.39
H 3.87 3.02 -3.88
H 3.42 2.75 -5.57
H 1.51 1.72 -2.72

=====

No. 4
7
Properties=species:S:1:pos:R:3 method="wB97M-V/def2-TZVPD" e_lumo_ha=-0.01134 e_above_lowest_kj_mol=73.7 orbital_gap_ev=10.1 smiles="C=O.O" homo_ev=-10.458
O -0.52 0.46 -0.71
C 0.00 1.20 0.13
H -0.37 1.46 1.16
H 0.93 1.71 -0.21
O -0.13 -1.88 -0.39
H -0.33 -0.92 -0.40
H 0.41 -2.02 0.41

=====

No. 5
13
Properties=species:S:1:pos:R:3 method="wB97M-V/def2-TZVPD" e_lumo_ha=-0.03412 e_above_lowest_kj_mol=81.1 orbital_gap_ev=8.6 smiles="COP=S.CO" homo_ev=-9.484
C -1.42 -1.40 -1.38
C 1.89 0.63 0.73
O -1.60 -1.03 0.00
O 1.19 0.65 1.98
P -1.77 0.44 0.71
S -0.86 1.81 -0.37
H -2.40 -1.36 -1.81
H -0.99 -2.37 -1.31
H -0.80 -0.78 -1.91
H 2.78 0.03 0.97
H 2.06 1.68 0.42
H 1.29 0.25 0.00
H 0.65 1.44 1.96

=====

No. 6
69
Properties=species:S:1:pos:R:3 method="wB97M-V/def2-TZVPD" e_lumo_ha=0.03217 e_above_lowest_kj_mol=22.7 orbital_gap_ev=8.9 smiles=CCCC[C@H](CC)CN1CN(C[C@@H](CC)CCCC)CC(C)(N)C1 homo_ev=-8.005
C 4.12 -3.69 -0.51
H 4.02 -3.56 -1.59
C 4.41 -2.36 0.17
C 3.25 -1.36 0.09
C 2.95 -0.86 -1.33
H 3.87 -0.92 -1.92
H 2.68 0.20 -1.29
C 1.83 -1.61 -2.05
C 1.92 -1.40 -3.57
C 3.03 -2.21 -4.22
H 3.04 -2.03 -5.30
H 2.87 -3.27 -4.06
H 4.01 -1.94 -3.83
H 2.07 -0.34 -3.77
H 0.97 -1.69 -4.02
H 1.91 -2.68 -1.84
C 0.44 -1.15 -1.56
N 0.19 -1.56 -0.18
C -0.19 -0.52 0.73
N -1.60 -0.16 0.61
C -2.40 -1.31 0.99
H -2.17 -1.64 2.02
C -2.15 -2.46 0.00
N -2.59 -2.10 -1.34
H -2.31 -1.14 -1.52
H -3.60 -2.13 -1.38
C -2.89 -3.72 0.44
H -2.54 -4.07 1.41
H -2.74 -4.50 -0.30
H -3.96 -3.52 0.52
C -0.62 -2.74 -0.02
H -0.35 -3.20 0.94
H -0.40 -3.44 -0.82
H -3.46 -1.03 0.96
C -1.95 1.05 1.33
H -3.05 1.08 1.40
C -1.48 2.32 0.62
C -1.94 3.57 1.38
C -1.21 3.80 2.70
C -1.64 5.11 3.36
C -0.93 5.34 4.68
H -1.25 6.28 5.13
H 0.15 5.38 4.53
H -1.14 4.53 5.38
H -1.44 5.94 2.68
H -2.72 5.09 3.53
H -0.14 3.83 2.52
H -1.41 2.98 3.39
H -1.78 4.44 0.74
H -3.02 3.49 1.57
C -1.99 2.33 -0.83
C -1.20 3.25 -1.74
H -0.15 2.97 -1.76
H -1.59 3.20 -2.76
H -1.26 4.29 -1.41
H -3.04 2.61 -0.83
H -1.92 1.31 -1.21
H -0.38 2.33 0.60
H -1.55 1.02 2.36
H 0.02 -0.88 1.76
H 0.42 0.36 0.54
H 0.37 -0.06 -1.64
H -0.32 -1.58 -2.22
H 2.35 -1.81 0.51
H 3.52 -0.50 0.72
H 5.30 -1.91 -0.27
H 4.62 -2.55 1.23
H 3.20 -4.12 -0.12
H 4.93 -4.39 -0.33

=====

No. 7
159
Properties=species:S:1:pos:R:3 method="wB97M-V/def2-TZVPD" e_lumo_ha=-0.09188 orbital_gap_ev=7.2 charge=+1 homo_ev=-9.748
C 1.90 -0.68 0.24
C 3.01 0.00 -0.60
C 2.44 0.72 -1.83
C 1.62 2.03 -1.52
C 1.76 2.54 -0.07
C 1.67 3.06 -2.66
N 2.64 4.20 -2.58
P 4.20 3.99 -1.74
O 4.81 2.69 -1.90
O 5.13 5.07 -2.47
O 4.16 4.46 -0.22
C 2.03 5.51 -2.14
C 1.09 5.95 -3.26
C 0.41 4.76 -4.05
C -0.83 5.36 -4.72
C 0.22 3.49 -3.16
C -0.73 3.90 -2.00
C -1.72 2.86 -1.45
P -3.08 3.67 -0.53
O -2.58 3.92 0.83
O -4.41 2.79 -0.54
C -4.22 1.41 -0.17
C -3.95 1.18 1.33
O -3.45 5.05 -1.23
C -4.21 5.95 -0.39
C -3.36 7.08 0.19
C -0.23 2.28 -4.01
C -1.63 2.32 -4.67
C -2.23 0.90 -4.55
O -1.47 2.68 -6.03
C -2.69 2.78 -6.75
C -3.64 3.87 -6.24
C -4.60 3.48 -5.33
C -5.48 4.39 -4.79
C -5.37 5.71 -5.19
C -4.42 6.10 -6.09
C -3.54 5.18 -6.63
H 2.09 -1.73 0.42
H 1.66 -0.12 1.15
H 0.98 -0.63 -0.37
H 3.70 0.60 0.00
H 3.61 -0.82 -1.00
H 3.20 0.92 -2.60
H 1.77 0.00 -2.30
H 0.60 1.64 -1.55
H 1.47 3.60 0.07
H 2.77 2.46 0.34
H 1.11 1.97 0.60
H 2.04 2.47 -3.51
H 2.95 4.40 -3.54
H 5.24 5.86 -1.92
H 3.28 4.72 0.09
H 1.59 5.47 -1.15
H 2.85 6.23 -2.08
H 0.29 6.54 -2.79
H 1.58 6.62 -3.98
H 1.12 4.50 -4.85
H -0.78 6.45 -4.68
H -0.93 5.10 -5.77
H -1.77 5.09 -4.23
H -0.10 4.19 -1.15
H -1.29 4.81 -2.21
H -1.23 2.25 -0.68
H -2.17 2.16 -2.15
H -5.16 0.91 -0.41
H -3.44 0.91 -0.76
H -4.43 0.24 1.62
H -2.88 1.06 1.52
H -4.35 2.01 1.92
H -5.01 6.40 -0.98
H -4.68 5.42 0.44
H -3.18 7.86 -0.56
H -2.42 6.71 0.60
H -3.88 7.57 1.01
H -0.13 1.33 -3.49
H 0.49 2.21 -4.84
H -2.27 3.00 -4.09
H -3.23 0.84 -5.00
H -1.58 0.23 -5.13
H -2.25 0.59 -3.50
H -2.41 3.09 -7.77
H -3.23 1.83 -6.86
H -4.66 2.44 -5.01
H -6.22 4.09 -4.06
H -6.05 6.43 -4.75
H -4.32 7.14 -6.39
H -2.75 5.43 -7.33
C 4.60 -2.12 1.93
O 3.62 -1.48 2.29
N 4.93 -3.34 2.36
C 6.12 -4.04 1.89
C 4.07 -4.00 3.33
H 5.32 -1.72 1.20
H 5.82 -4.97 1.41
H 6.78 -4.26 2.73
H 6.66 -3.42 1.17
H 3.07 -4.11 2.92
H 4.01 -3.39 4.24
H 4.47 -4.98 3.58
C 2.73 -6.87 4.64
O 3.89 -7.07 4.31
N 2.20 -7.18 5.84
C 0.81 -6.91 6.16
C 3.05 -7.81 6.83
H 2.01 -6.40 3.96
H 0.77 -6.24 7.03
H 0.31 -7.85 6.41
H 0.30 -6.44 5.33
H 3.90 -7.16 7.06
H 3.44 -8.75 6.44
H 2.49 -8.00 7.74
C -1.34 -4.84 8.01
O -1.84 -5.86 7.57
N -1.38 -4.47 9.31
C -0.76 -3.25 9.78
C -2.05 -5.34 10.26
H -0.81 -4.12 7.37
H 0.00 -3.48 10.52
H -1.52 -2.61 10.23
H -0.30 -2.71 8.95
H -1.58 -6.32 10.26
H -3.10 -5.46 9.97
H -1.99 -4.91 11.26
C -1.07 -6.68 2.09
O -0.31 -6.99 2.99
N -2.35 -6.31 2.27
C -3.21 -5.95 1.16
C -2.88 -6.27 3.63
H -0.76 -6.68 1.03
H -3.56 -4.92 1.29
H -4.07 -6.62 1.13
H -2.67 -6.03 0.22
H -2.30 -5.57 4.23
H -2.81 -7.26 4.08
H -3.92 -5.95 3.61
C 8.78 -3.42 4.44
O 8.27 -4.43 3.98
N 8.76 -3.08 5.74
C 9.39 -1.87 6.23
C 8.07 -3.95 6.68
H 9.33 -2.70 3.81
H 10.15 -2.13 6.97
H 8.64 -1.23 6.70
H 9.86 -1.33 5.42
H 8.52 -4.95 6.65
H 7.02 -4.05 6.38
H 8.13 -3.54 7.68
C -5.88 0.00 -6.99
O -4.87 -0.02 -6.30
N -5.89 0.04 -8.33
C -7.12 0.07 -9.10
C -4.62 0.05 -9.05
H -6.89 -0.01 -6.55
H -7.17 -0.80 -9.75
H -7.16 0.97 -9.70
H -7.98 0.06 -8.43
H -4.05 -0.85 -8.80
H -4.04 0.92 -8.75
H -4.80 0.08 -10.12